Entry 1:
DFT (wB97M-V/def2-TZVPD) results for a single C19H23NO4 molecule.

SMILES = COc1ccc(CN2CCc3cc(OC)c(OC)cc3C2)cc1O
2S+1 = 1
HOMO energy = -0.2868 Ha
relative energy (zero: lowest compared OMol25 entry of this formula, charge and spin) = 233.5 kJ/mol
LUMO energy = 0.71 eV
F_max = 0.72 eV/A

Geometry (Å):
H -0.32482 -3.72212 -2.48124
H -1.35371 6.87711 -1.49625
H 0.29709 -3.15876 2.37567
H 1.50402 -5.03821 -3.21473
C -0.78279 -2.54883 -0.75858
H 0.27778 6.24386 -1.16473
H 2.87998 3.20405 -1.69517
O -1.36019 5.11826 -0.55983
N -0.31169 -0.54817 2.17308
C 0.75767 2.09654 -0.24311
C -1.40401 3.32075 0.89110
C -0.78075 3.93860 -0.18561
O 0.93210 3.90334 -1.85753
H 1.67408 -6.76543 -2.81339
H -1.76349 -0.56480 0.60527
C 0.76157 -4.34533 0.67356
O 1.23943 -5.61285 -1.24122
C -0.62724 -2.37812 0.60547
H -1.91058 2.23017 3.33412
O 1.52132 -5.22392 1.38004
C 0.32846 3.30372 -0.77437
H 0.05333 -6.02935 -2.88849
C 0.12895 1.49393 0.83824
H 2.37484 3.95173 -3.23068
H 1.60621 1.58987 -0.67584
H -2.67640 1.11634 2.20737
H -2.05935 -1.63619 1.99448
C 1.10013 -5.86107 -2.61621
H -0.08962 0.71591 3.77554
C -0.90805 0.31837 3.16839
H -0.69598 5.54756 -2.48320
H 1.01124 -0.45180 0.58021
C -0.18218 -3.61331 -1.41762
C -0.73401 5.98012 -1.48131
C 0.65906 0.19179 1.39022
H 1.51732 0.40318 2.04133
H -2.25675 3.82424 1.32043
C 0.15240 -3.28441 1.31556
H -1.54940 -0.28484 3.81683
H 1.83125 2.30440 -2.82941
C -1.28218 -1.23562 1.33513
C -0.97170 2.11243 1.41522
C -1.70855 1.48104 2.56594
H 1.85124 -5.89133 0.76311
C 0.58966 -4.51610 -0.71154
H -1.37980 -1.84998 -1.32598
C 2.06414 3.29322 -2.42025

Forces on the atoms, in the same order (eV/Å):
0.022 -0.050 -0.100
0.064 -0.040 -0.009
0.055 0.014 0.177
-0.030 -0.026 0.028
-0.077 0.118 0.171
-0.061 -0.006 -0.031
-0.035 -0.017 -0.024
-0.041 -0.382 0.118
0.017 -0.096 0.000
-0.005 0.073 -0.041
0.230 0.053 -0.253
-0.130 0.007 0.166
-0.423 0.020 0.337
-0.059 0.070 -0.054
-0.053 -0.075 0.036
-0.093 0.033 -0.209
-0.118 0.370 0.602
-0.075 -0.030 -0.223
-0.063 -0.015 0.012
0.023 -0.044 -0.024
0.120 0.110 -0.157
0.041 0.022 0.012
-0.111 0.030 -0.008
0.031 -0.089 0.039
0.110 -0.021 -0.115
-0.034 0.019 0.057
-0.038 0.097 -0.032
-0.003 -0.087 -0.291
-0.045 -0.007 0.055
-0.218 0.159 0.116
0.002 0.076 0.100
0.063 0.068 0.029
0.148 -0.264 -0.112
0.105 0.377 -0.299
0.217 -0.015 0.106
0.000 -0.055 -0.096
-0.121 0.103 0.049
0.135 -0.265 -0.141
0.052 0.055 0.035
0.022 0.028 0.034
0.021 -0.017 0.053
0.057 0.016 -0.073
0.104 -0.221 0.055
-0.018 0.035 0.019
0.099 -0.132 0.018
-0.059 0.099 -0.037
0.173 -0.098 -0.094

Results of the Löwdin charge analysis, in e, for atoms 1 through 6: atom 1 (H): 0.1035, atom 2 (H): 0.0921, atom 3 (H): 0.1292, atom 4 (H): 0.0969, atom 5 (C): -0.0464, atom 6 (H): 0.0961

Entry 2:
DFT (wB97M-V/def2-TZVPD) results for a single C10H6O2 molecule at a distorted geometry.

SMILES = O=c1ccc(=O)c2ccc1cc2
2S+1 = 1
HOMO energy (spin up / spin down) = -0.3239 / -0.3239 Ha
relative energy (zero: lowest compared OMol25 entry of this formula, charge and spin) = 492.7 kJ/mol
LUMO energy (spin up / spin down) = -1.19 / -1.19 eV
F_max = 3.61 eV/A

Geometry (Å):
H -2.18082 -1.44770 0.57587
H 1.13536 1.26177 2.35748
H -2.22850 -0.18307 -1.51272
C -0.45934 1.05555 -1.38022
C 0.75978 -0.51863 1.30648
C 1.06673 0.84839 1.34076
H 1.64607 -1.03563 -2.03791
C 0.87965 0.72962 -1.03349
C 1.14192 1.51206 0.13122
O -0.82654 2.08167 -1.94673
C -0.76262 -0.57258 1.60555
C 1.31664 -0.63749 -0.98334
O -1.40317 -0.43161 2.63874
H 1.19456 -2.33555 0.33650
C -1.48002 -0.66569 0.27112
H 0.83890 2.48808 0.01709
C 1.19373 -1.25007 0.23481
C -1.40071 0.05409 -0.84420

Forces on the atoms, in the same order (eV/Å):
-0.806 0.311 -1.423
-0.695 0.557 -0.749
0.202 0.236 -0.319
-1.392 2.508 -2.195
-1.315 1.122 1.504
0.957 -0.532 1.427
-0.993 -0.056 2.456
2.863 -0.718 2.030
-0.293 -2.540 -1.231
-0.050 -1.178 0.703
0.420 0.335 1.798
0.965 0.596 -2.323
1.362 -0.316 -1.748
0.123 0.122 -0.321
0.147 -0.148 2.100
-0.228 2.412 0.254
0.874 -1.473 -1.677
-2.145 -1.237 -0.283

Results of the Löwdin charge analysis, in e, for atoms 1 through 6: atom 1 (H): 0.1328, atom 2 (H): 0.1439, atom 3 (H): 0.1298, atom 4 (C): -0.3934, atom 5 (C): -0.1562, atom 6 (C): 0.0003

Entry 3:
DFT (wB97M-V/def2-TZVPD) results for a molecular structure, C27H76AsF6O11 at a distorted geometry.

2S+1 = 2
HOMO energy (spin up / spin down) = 0.0506 / -0.1741 Ha
⟨S²⟩ = 0.752
net charge = -2
LUMO energy (spin up / spin down) = 4.20 / 4.19 eV
F_max = 3.40 eV/A

Geometry (Å):
O -2.36423 -1.07703 -3.44110
H -1.67056 1.49475 5.21046
H -6.30630 -0.92168 1.25965
H 2.93921 -0.26578 2.50411
H -2.18744 3.40806 3.72476
C -3.86689 -2.01430 0.41981
O 2.58644 1.72961 -2.87622
H -0.65201 -2.82416 1.95818
C 1.43450 5.83665 -0.41587
H 5.57436 0.96049 -1.91101
C 2.84151 0.55956 -3.60608
C 0.74990 -2.99621 3.63491
C 1.77913 6.87477 0.64697
H 2.66760 2.30776 2.13777
C 0.01474 -5.16515 -4.12493
H 4.25887 -3.41226 0.37373
O -4.01100 -0.45012 2.11601
C 2.45368 -4.67093 0.26376
H -6.35653 -1.68310 2.84808
F -1.61798 -0.08819 1.04757
H -4.68142 0.28188 -3.66545
F 1.30601 0.64610 -0.83824
C -0.77715 -3.90078 -2.09939
H -0.14221 -5.40442 -5.17670
C 4.52886 0.26011 -0.10472
H -4.15239 -1.26250 -0.31599
O 4.09696 1.52071 5.01409
H -1.75723 0.66280 -4.48927
H -4.19845 -3.00425 0.10649
H 1.58352 7.89617 0.32051
H -3.96916 -0.90489 -5.82636
H 1.52164 -2.48255 3.06161
H -2.22219 0.87250 3.73243
H 2.13698 1.47173 -2.06809
H -4.27095 2.03521 -0.39537
C -2.94560 -0.54493 -5.72215
H 1.27931 -0.79907 -2.84800
C 2.87428 2.41318 3.20279
H -1.39520 -3.30443 4.63102
C -0.65244 -2.67175 3.03748
O -0.14722 0.80209 4.08026
H 2.87414 -2.67345 -0.48135
O 3.00276 -5.43392 -0.79431
C -1.28357 2.83188 3.52694
H 1.02689 -4.04525 3.53050
H 3.55256 -0.01505 -3.01251
O -1.80324 -3.62980 -4.23458
H 3.98326 -0.81286 3.88103
H -0.83366 -2.87985 -1.72173
H -0.05722 -4.41798 -1.46513
As -0.17771 0.33075 0.10180
H -0.94656 -1.64657 3.26244
H -4.06715 -2.38536 2.60257
H -5.67376 4.13353 0.16262
H 0.10605 -3.06471 -3.91756
H -4.36158 4.77685 1.15455
C -5.95720 -1.77695 1.83822
O 6.75216 -0.21635 -0.90063
H -1.17253 2.78039 2.44383
H -0.46046 -5.96423 -3.55594
H 3.21934 0.89918 -4.57045
H 2.46371 4.09072 0.37187
H -1.87310 -0.65233 -2.73398
H 2.68009 -5.18343 1.19873
H -0.42764 3.38101 3.91928
H 1.91638 2.47672 3.71903
H -2.94337 2.75503 0.55496
H 3.38905 3.36699 3.31836
C -2.61950 0.01596 -4.32745
C 3.17555 -3.29220 0.36386
H 2.85050 -2.76739 1.26220
H -2.78400 -2.06743 0.53221
H 4.53798 -0.57045 0.60111
H -3.95864 1.72467 -4.35979
H 0.69757 0.51561 -3.90198
C -0.57484 -3.85449 -3.60016
F 0.31023 -1.37649 0.08514
H 2.84201 6.88282 0.88846
C 5.43460 0.03882 -1.34612
H -6.31115 -2.70094 1.38100
O -4.54075 2.11600 1.62318
H 0.90239 -2.61370 4.64414
H 5.06285 -0.76504 -1.98150
O -1.50782 -3.56268 3.71329
H 3.30720 1.28155 5.50468
H 0.38238 5.96724 -0.66904
F -1.04322 0.11797 -1.43253
O 2.16691 5.98877 -1.55208
H -2.10958 -2.73904 -4.04940
H 1.96500 5.34845 -2.23824
H -3.48650 1.26229 -2.80043
H -4.24293 4.61445 -0.63302
H 1.09055 -5.19193 -3.95171
H 4.73617 1.10477 0.55231
H -3.14762 -0.39021 1.70057
H -1.67570 -4.42719 -1.77752
C -4.45068 -1.74184 1.81081
C -4.02557 2.67570 0.45178
H -4.30725 1.18826 1.70293
H -2.85079 0.24663 -6.46548
C -3.74719 0.83391 -3.76823
C 3.83299 1.34060 3.65811
H 2.74565 -6.32775 -0.55646
H 7.35920 -0.19816 -1.64412
H 0.07751 0.65158 3.15915
H 1.22279 6.73655 1.57405
H -2.30152 -1.36142 -6.04866
H 1.25617 3.64767 -0.79587
H 0.72997 4.21084 0.77034
H 1.37353 -4.57339 0.15484
H 1.50614 -0.87048 -4.55070
F -0.62498 2.07523 0.04435
F 0.67646 0.59667 1.64971
C 1.47899 4.36534 -0.00631
C -4.59151 4.15291 0.29087
C -1.38622 1.42571 4.16047
C 3.25057 -0.08480 3.53290
C 1.51763 -0.17641 -3.71033
H 4.75206 1.23115 3.08241
H 2.34042 -0.28264 4.09911
H 3.49498 0.36713 -0.43294

Forces on the atoms, in the same order (eV/Å):
-0.111 0.597 -1.139
0.277 0.201 0.314
-0.215 -0.028 -0.111
0.228 -0.229 -0.151
-0.139 0.092 0.036
-0.167 -1.519 0.805
0.763 1.506 -0.334
-0.244 -0.145 0.130
-2.025 -1.714 0.832
-1.046 0.131 -0.361
-1.175 0.221 0.913
0.494 1.168 -1.433
0.555 0.073 -0.138
-0.204 -0.070 -0.045
-0.157 -0.357 0.388
-0.025 -0.126 0.008
-0.460 0.815 0.990
1.061 1.417 0.879
0.022 -0.038 0.055
-2.495 -0.615 1.599
0.105 -0.250 -0.016
2.302 0.674 -1.091
0.046 0.464 1.044
-0.215 0.511 -0.125
-0.194 -0.375 -0.511
-0.003 0.037 0.154
1.451 0.623 1.519
0.401 -0.110 0.520
-0.026 -0.088 -0.380
-0.251 -0.015 -0.333
-0.161 -0.103 0.338
0.043 0.283 -0.149
0.111 -0.253 -0.541
-0.444 -0.171 0.593
0.005 0.209 -0.393
-0.245 0.154 -0.207
0.045 0.425 0.229
0.703 0.603 -1.167
-0.275 -0.225 0.172
1.905 -0.212 0.896
0.162 -0.785 1.312
0.125 0.093 -0.013
-0.009 -0.366 -0.195
-0.557 -0.278 0.147
-0.448 -0.170 0.281
0.278 -0.379 -0.682
-0.600 -0.902 -0.873
0.194 -0.052 -0.232
-0.093 0.006 0.216
0.824 0.153 -0.550
0.362 0.543 -0.265
0.191 0.155 -0.273
0.243 -0.618 -0.290
-0.214 -0.163 0.282
0.210 0.324 0.435
0.183 -0.127 -0.034
-0.100 0.217 -0.173
1.030 -0.857 0.727
0.071 -0.224 -0.058
0.128 -0.316 0.002
0.234 -0.359 -0.061
0.124 0.034 0.185
0.579 -0.111 1.267
-0.251 -0.195 0.282
0.068 -0.080 0.173
0.145 -0.494 0.202
0.191 -0.094 -0.416
-0.040 0.255 0.079
-0.632 -0.962 -1.001
-1.031 -0.709 -0.513
0.012 -0.039 -0.014
0.010 0.193 -0.358
0.173 -0.479 -0.369
-0.005 -0.009 -0.458
0.078 0.137 0.242
0.399 -0.685 -0.506
0.506 -2.343 0.105
0.157 -0.351 0.059
0.018 1.162 1.246
-0.135 -0.033 0.062
-0.915 0.914 0.576
-0.371 -0.266 0.246
-0.070 -0.068 0.099
-1.351 -0.518 0.055
-0.156 -0.013 -0.116
-0.492 0.466 0.043
-1.588 -0.508 -2.562
2.167 1.730 -1.973
0.011 0.607 0.437
-0.228 -0.285 0.393
0.134 -0.335 0.235
0.467 0.020 0.091
0.015 -0.051 0.227
0.479 0.412 -0.581
1.036 0.454 -0.020
-0.520 0.111 -0.680
0.004 0.169 -0.731
0.109 1.659 0.244
0.026 -0.500 0.004
0.071 0.171 -0.031
-0.390 1.044 0.304
-2.144 -2.163 -0.021
0.131 -0.231 -0.482
-0.129 -0.006 -0.070
0.210 -0.027 -0.847
-0.067 -0.299 -0.110
0.245 0.036 0.317
-0.223 0.359 -0.233
0.099 -0.322 0.114
-0.017 0.251 0.035
0.154 -0.189 -0.312
-0.547 1.912 0.039
1.555 0.275 2.004
0.242 0.273 1.179
-0.102 -1.575 -0.348
-0.281 1.369 -0.217
-0.343 0.058 -0.606
-0.112 -1.082 -0.969
0.284 0.951 0.188
-0.147 0.528 0.308
-0.069 0.012 0.013

Results of the Löwdin charge analysis, in e, for atoms 1 through 6: atom 1 (O): -0.0692, atom 2 (H): 0.0960, atom 3 (H): 0.0823, atom 4 (H): 0.0572, atom 5 (H): 0.0612, atom 6 (C): -0.0362

Entry 4:
DFT (wB97M-V/def2-TZVPD) results for a single C4H9NO2 molecule at a distorted geometry.

SMILES = CC(C)NC(=O)O
2S+1 = 1
HOMO energy = -0.3592 Ha
relative energy (zero: lowest compared OMol25 entry of this formula, charge and spin) = 167.0 kJ/mol
LUMO energy = 0.75 eV
F_max = 6.36 eV/A

Geometry (Å):
H 1.93191 0.14044 1.72894
C 1.45424 0.55321 0.94771
H 0.80870 1.44791 1.00552
H 1.47669 -1.35730 -0.24004
N -0.08142 -0.11409 -1.00104
C -0.99845 0.95614 -0.96978
H -1.05307 -2.16418 0.47298
O -1.20090 1.68001 -0.01932
C 0.62586 -0.63450 0.14354
H 0.08265 -0.59719 -1.94962
H -2.30243 2.05123 -2.28947
H -1.02535 -0.70143 1.53673
O -1.62318 1.25031 -2.29372
H 0.21450 -2.03182 1.73747
C -0.35666 -1.38378 1.03832
H 2.04692 0.90504 0.15178

Forces on the atoms, in the same order (eV/Å):
1.617 -0.848 2.891
-4.198 0.026 -4.777
-0.036 -0.820 1.267
-1.898 1.338 0.514
-1.235 0.847 -3.775
0.150 0.916 -1.312
1.537 1.733 0.734
-0.159 -0.994 -0.802
1.739 0.018 1.151
-0.652 1.313 2.266
2.394 -2.494 0.898
-0.073 0.229 0.386
-0.160 0.486 1.935
-0.449 0.668 0.007
-0.395 -2.555 -0.721
1.818 0.135 -0.660

Results of the Löwdin charge analysis, in e, for atoms 1 through 6: atom 1 (H): 0.0256, atom 2 (C): -0.0093, atom 3 (H): 0.0709, atom 4 (H): 0.1632, atom 5 (N): 0.0457, atom 6 (C): -0.4801

Entry 5:
DFT (wB97M-V/def2-TZVPD) results for 2 unconnected molecules or ions with the total composition C9H11N2S at a distorted geometry.

2S+1 = 1
HOMO energy (spin up / spin down) = -0.4069 / -0.3851 Ha
relative energy (zero: lowest compared OMol25 entry of this formula, charge and spin) = 361.7 kJ/mol
net charge = +1
LUMO energy (spin up / spin down) = -4.51 / -4.67 eV
F_max = 3.64 eV/A

Geometry (Å):
C 2.43876 -1.13298 -0.32775
H 1.57872 0.93924 -1.90554
C -1.95540 -1.13199 -0.90740
C -3.11503 0.49318 0.63068
H -1.68453 -1.92268 -1.62648
H 0.94574 -2.25087 0.58561
C 0.18156 1.75540 -0.06876
C 0.08852 0.54930 -0.77792
H 0.48600 -0.72306 2.37861
C -1.14872 -0.11265 -0.44715
H 2.17753 0.00094 2.04399
H 3.10816 -0.27948 -0.10099
H 2.70205 -1.92975 -0.94395
C -1.88967 0.83778 0.32592
S -3.53644 -1.03334 -0.06808
N 1.56355 -1.35832 0.68826
C -1.04038 1.97398 0.54408
H 0.75588 -0.75063 -2.26100
H -1.25757 2.79644 1.17078
C 1.34092 -0.60473 1.76550
N 0.96914 0.16313 -1.66525
H -3.81229 1.21566 1.06347
H 1.10348 2.50545 -0.09664

Forces on the atoms, in the same order (eV/Å):
-0.125 1.228 3.004
0.460 -0.926 -0.815
0.096 0.017 0.870
-2.386 0.046 0.296
-0.497 0.329 0.649
1.275 2.234 0.158
0.407 3.427 1.053
-0.170 -1.284 -0.434
-0.520 -0.391 0.312
-1.508 -0.420 -1.021
-0.021 0.644 0.154
-0.307 -0.742 -0.565
0.394 -1.109 -0.857
2.401 0.213 0.019
1.101 0.095 -0.961
-0.792 -2.554 -1.053
1.844 0.069 -0.349
1.031 3.206 1.389
-0.281 0.777 0.387
0.785 -0.040 -1.150
-0.858 -2.118 -1.291
-0.111 -0.860 0.119
-2.217 -1.841 0.086

Results of the Löwdin charge analysis, in e, for atoms 1 through 6: atom 1 (C): -0.0215, atom 2 (H): 0.1465, atom 3 (C): -0.2602, atom 4 (C): -0.3239, atom 5 (H): 0.0867, atom 6 (H): 0.2110

Entry 6:
DFT (wB97M-V/def2-TZVPD) results for 2 unconnected molecules or ions with the total composition C6H16NS at a distorted geometry.

2S+1 = 1
HOMO energy = -0.4753 Ha
relative energy (zero: lowest compared OMol25 entry of this formula, charge and spin) = 114.5 kJ/mol
net charge = +1
LUMO energy = -3.34 eV
F_max = 1.53 eV/A

Geometry (Å):
H 1.31126 -1.47442 2.28213
H 1.42496 0.80501 2.12048
H -1.21171 2.35118 0.51952
H -2.30322 1.02705 -0.12970
H 1.56389 -1.13787 0.51848
H -1.00878 -1.19347 0.39156
H 0.45605 0.87489 0.77383
C -0.39792 1.15615 -1.11588
N 0.62216 0.36973 1.67302
H -1.04751 -1.81707 2.14896
H 0.89594 2.85118 -0.78421
H 1.73770 1.17316 -0.86970
H 0.07128 -0.93541 -1.63244
C -1.34983 1.56325 -0.22205
H -0.24102 0.49358 2.24796
C -0.48779 -1.75768 1.17484
H -1.62812 -0.47078 -2.01587
H -0.28549 0.08390 -2.99951
H 1.18368 2.08627 -2.31823
C 0.85534 -1.07430 1.37763
S -0.22505 -3.47263 0.70201
C 0.94525 1.85689 -1.25475
H -0.28098 -3.22934 -0.62567
C -0.60009 -0.12927 -1.96239

Forces on the atoms, in the same order (eV/Å):
0.330 -0.189 -0.250
-0.007 0.023 0.302
0.086 0.260 -0.540
0.410 0.160 -0.166
-0.684 -0.068 0.637
-0.408 -0.415 0.443
-0.337 -0.214 0.567
-1.294 -0.327 0.502
-0.444 0.774 -0.183
0.344 0.457 -0.996
0.364 -0.524 0.283
-0.128 0.744 -0.231
-0.186 0.140 0.085
0.735 -0.930 -0.869
0.893 0.007 -0.389
0.058 0.146 0.284
-0.104 -0.030 0.305
-0.131 -0.071 0.356
-0.156 -0.491 0.620
0.425 -0.408 0.454
-0.140 -0.178 -0.597
-0.413 0.034 -0.509
0.094 -0.208 0.257
0.692 1.310 -0.365

Results of the Löwdin charge analysis, in e, for atoms 1 through 6: atom 1 (H): 0.1257, atom 2 (H): 0.1712, atom 3 (H): 0.0746, atom 4 (H): 0.0822, atom 5 (H): 0.1383, atom 6 (H): 0.0491